Entry 1:
72
Properties=species:S:1:pos:R:3:forces:R:3 method="wB97M-V/def2-TZVPD" homo_energy_ev="-15.6578 / -15.6609" charge=+3 spin_multiplicity=2 relative_energy_ev=2.794 s_squared=0.76
Ti 0.26886 0.30645 -0.56966 0.42 -2.71 1.86
P -1.42712 2.01574 -0.62944 -1.99 1.89 0.22
P -1.63902 -1.30236 0.65998 -0.74 -0.26 0.97
P 2.08394 1.65801 -1.63612 1.17 1.31 -1.22
H -1.24045 -2.95589 -2.13502 0.00 0.26 1.38
C -0.43289 -2.27563 -1.81356 0.27 0.69 -0.19
C 0.82906 -2.65380 -1.50631 -0.17 0.70 0.00
H 1.01388 -3.49058 -0.83754 -0.02 -0.88 -1.16
C -2.58989 1.82920 -2.02622 0.19 -0.22 -0.24
C -2.52685 2.16720 0.83864 0.10 -0.20 0.09
C -0.86184 3.76044 -0.76022 0.37 -0.14 0.01
C -1.43620 -3.10536 0.96101 0.18 -0.33 -0.23
C -2.03425 -0.85050 2.39509 0.00 0.37 0.12
C -3.25757 -1.27139 -0.19827 -0.08 -0.02 -0.17
C 3.55815 0.69086 -2.10001 0.27 -0.68 0.26
C 2.77837 2.99522 -0.61659 -0.04 0.06 0.45
C 1.51059 2.59944 -3.12704 -0.46 -0.18 -0.13
H -0.76749 -1.17744 -1.79872 0.37 -1.07 -1.72
H 1.71391 -2.16428 -1.94299 -0.23 0.57 1.02
H -3.31742 2.65388 -2.01725 0.23 -0.21 0.05
H -3.12381 0.87310 -1.96091 0.09 0.27 -0.02
H -2.03355 1.84715 -2.97275 -0.17 0.04 0.14
H -3.10444 3.10249 0.75591 0.21 -0.36 -0.06
H -1.92797 2.20497 1.75914 -0.18 0.08 -0.24
H -3.21939 1.31793 0.90551 0.22 0.39 0.01
H -1.74762 4.41186 -0.73113 0.24 -0.24 -0.02
H -0.31755 3.92864 -1.69251 -0.18 0.02 0.16
H -0.20271 4.01702 0.08351 -0.29 -0.02 -0.23
H -2.39057 -3.51230 1.34814 0.46 0.29 -0.16
H -0.63519 -3.25154 1.69997 -0.46 0.00 -0.31
H -1.17024 -3.63424 0.03778 -0.22 -0.02 0.45
H -3.01340 -1.27675 2.67009 0.36 0.11 -0.11
H -2.06895 0.23388 2.53412 -0.04 -0.30 0.09
H -1.26975 -1.26068 3.07288 -0.24 0.09 -0.30
H -3.88778 -2.08250 0.19198 0.13 0.26 -0.09
H -3.11312 -1.43589 -1.27339 -0.14 -0.02 0.18
H -3.78326 -0.31910 -0.06566 0.10 -0.30 -0.02
H 4.22260 1.24012 -2.78118 -0.31 0.05 0.19
H 3.29007 -0.25705 -2.58229 0.07 0.39 0.08
H 4.12006 0.44745 -1.18767 -0.08 0.19 -0.11
H 3.66260 3.43071 -1.10245 -0.25 -0.18 0.02
H 3.06424 2.60400 0.36345 0.13 0.11 -0.10
H 2.03414 3.78535 -0.47115 0.17 -0.11 -0.04
H 2.26780 2.56052 -3.92405 -0.22 -0.02 0.36
H 1.31067 3.63821 -2.87120 0.26 0.04 0.16
H 0.57724 2.17012 -3.52608 0.48 0.27 0.09
C 1.37794 -1.04485 -5.76944 -0.32 -1.81 -1.63
C 0.82717 -0.50838 -6.95905 0.05 0.25 0.68
C 1.10053 -1.07904 -8.20186 0.13 0.09 -0.25
C 1.88525 -2.23223 -8.31554 -0.26 0.55 0.57
C 2.37703 -2.80082 -7.14287 0.03 0.01 0.22
C 2.12212 -2.23375 -5.89219 -0.10 0.49 0.02
S 1.28851 -0.11320 -4.29702 -0.19 0.58 1.04
H 0.80453 -0.73426 -3.08785 0.29 -0.07 -2.00
H 0.22300 0.39359 -6.88899 0.08 -0.14 -0.14
H 0.73576 -0.59014 -9.11160 -0.01 -0.21 0.46
H 2.11940 -2.65878 -9.29015 -0.09 0.11 0.29
H 3.00818 -3.67596 -7.21712 -0.07 -0.08 0.15
H 2.50900 -2.66642 -4.98120 0.26 -0.23 -0.08
N 1.35776 -2.03335 1.86458 0.61 0.48 -0.36
C 1.43812 -0.71697 2.29509 -0.54 -0.51 -0.05
C 1.74285 -0.48973 3.64534 0.11 0.39 0.16
C 1.76976 0.80474 4.14102 -0.06 -0.75 -0.11
C 1.42872 1.84375 3.27157 -0.30 0.73 -0.95
C 1.05505 1.56163 1.96693 0.24 -0.17 0.93
N 1.04813 0.28887 1.47023 0.18 0.06 -0.68
H 1.61888 -2.25798 0.89517 -0.14 0.27 0.81
H 1.73496 -2.69283 2.54578 -0.07 0.12 -0.45
H 1.94953 -1.36641 4.25976 0.10 0.38 -0.01
H 2.03237 1.00514 5.18354 -0.08 -0.08 -0.39
H 1.44841 2.88339 3.58835 -0.05 -0.23 0.04
H 0.72375 2.35252 1.28212 0.25 -0.24 0.29

***

Entry 2:
72
Properties=species:S:1:pos:R:3:forces:R:3 method="wB97M-V/def2-TZVPD" homo_energy_ev="-19.2590 / -19.2700" charge=+4 spin_multiplicity=3 relative_energy_ev=0.000 s_squared=2.04
W -0.76869 -0.17639 0.64110 8.51 1.67 1.08
P -2.80214 -0.19868 -0.19922 -5.26 -1.24 -0.83
P 0.08548 -2.42582 0.27741 -0.15 -3.20 -0.05
P -0.02137 2.40105 0.25471 -0.46 1.64 -0.24
H 2.18697 -0.77900 -1.20919 2.05 0.09 0.16
C 2.79438 0.08010 -0.80085 -3.43 -0.43 0.93
C 3.19332 0.08172 0.47644 -0.76 0.74 1.05
H 3.36855 -0.80379 1.09525 0.33 -0.04 -0.75
C -3.18093 -0.39718 -1.96103 0.47 0.08 -0.93
C -3.80711 -1.48410 0.63435 0.51 -0.25 0.01
C -3.54070 1.36935 0.28364 -0.52 -0.06 0.18
C 1.79534 -3.11360 0.17754 0.54 0.26 0.00
C -0.51128 -3.63190 1.55094 -0.08 -0.03 0.39
C -0.63910 -3.09226 -1.28864 -0.46 1.20 0.14
C 1.63939 3.17284 0.23897 0.40 -0.35 0.02
C -0.74032 3.40985 1.59761 -0.38 -0.09 0.42
C -0.74699 3.23158 -1.24639 -0.01 -1.07 0.04
H 2.21309 0.92775 -1.22300 1.50 0.17 0.28
H 3.15223 0.99083 1.13289 0.74 -0.57 -1.12
H -4.28179 -0.50937 -2.03645 0.53 0.13 -0.01
H -2.69518 -1.29673 -2.40266 -0.42 0.54 0.39
H -2.83369 0.48873 -2.54162 -0.43 -0.58 0.39
H -4.84571 -1.24735 0.38657 -0.04 -0.49 0.12
H -3.62092 -1.42932 1.72034 -0.33 0.06 -0.45
H -3.47269 -2.50001 0.29934 -0.58 0.86 0.11
H -4.61227 1.24842 0.05606 0.20 0.37 0.16
H -3.11553 2.18798 -0.28362 -0.19 0.09 -0.05
H -3.41365 1.55854 1.35545 -0.21 -0.04 -0.18
H 1.72599 -4.20504 -0.03431 -0.28 0.76 0.11
H 2.29992 -3.01599 1.14676 -0.14 0.05 -0.17
H 2.42804 -2.65879 -0.58899 -0.15 -0.10 0.13
H -0.27162 -4.67493 1.23020 -0.19 0.83 0.10
H -1.59826 -3.53429 1.72391 0.54 -0.10 -0.05
H 0.02964 -3.44384 2.51040 -0.45 -0.07 -0.68
H -0.22081 -4.07651 -1.45782 0.04 -0.17 -0.19
H -0.38525 -2.38816 -2.11307 -0.14 -0.74 0.29
H -1.74098 -3.15289 -1.19966 0.57 -0.06 -0.11
H 1.49773 4.25472 0.10183 -0.08 -0.33 0.06
H 2.27241 2.80245 -0.56866 -0.06 0.10 0.10
H 2.15504 3.01333 1.19004 -0.10 0.03 -0.10
H -0.48141 4.46409 1.40989 -0.14 -0.35 0.09
H -0.32720 3.10865 2.57597 -0.09 0.21 -0.42
H -1.83823 3.31416 1.64293 0.42 0.13 -0.03
H -0.43980 4.27775 -1.22017 -0.04 -0.06 -0.18
H -1.84552 3.16393 -1.24127 0.50 0.17 -0.14
H -0.36484 2.71903 -2.15894 -0.23 0.60 0.42
C 1.40450 0.28488 -4.27582 -1.26 -0.21 2.53
C 2.78785 0.07069 -3.99792 1.55 -0.39 -0.32
C 3.69556 -0.00522 -5.03352 -0.44 0.02 1.00
C 3.26255 0.18427 -6.36519 0.77 -0.23 0.08
C 1.93226 0.46054 -6.65699 -2.02 0.29 1.02
C 0.99414 0.53559 -5.61636 -0.03 -0.09 -2.05
Se 0.21238 0.11315 -2.81207 1.10 0.47 -3.04
H -1.35426 -1.15699 1.76811 -1.24 -1.01 0.17
H 3.10328 -0.07833 -2.96565 0.03 0.05 -0.53
H 4.73453 -0.21935 -4.82686 0.05 0.04 -0.02
H 3.98935 0.09921 -7.17721 -0.18 0.06 0.19
H 1.61599 0.59476 -7.68328 -0.05 0.07 0.04
H -0.05697 0.71856 -5.84438 0.29 0.00 0.08
N -0.09236 -0.21229 6.79115 0.48 0.46 -2.14
C 0.02238 0.01393 5.45801 -0.27 -0.94 1.19
C 1.11712 -0.48004 4.68847 0.21 -0.10 -0.83
C 1.09895 -0.35978 3.29568 -0.50 -0.40 0.88
N -0.00123 0.13390 2.62574 0.24 1.08 0.30
C -1.00268 0.68724 3.36274 0.14 -0.39 1.69
C -1.03133 0.63489 4.75139 -0.85 0.53 -1.11
H 0.65227 -0.65811 7.29830 0.03 -0.02 0.25
H -0.88066 0.15778 7.28920 -0.09 0.02 0.32
H 1.90864 -1.02374 5.23229 -0.14 0.57 -0.67
H 1.94334 -0.66394 2.66329 -0.50 -0.11 0.49
H -1.82178 1.13768 2.78775 0.14 -0.16 0.41
H -1.90736 0.99975 5.30810 0.48 0.00 -0.44

***

Entry 3:
88
Properties=species:S:1:pos:R:3:forces:R:3 method="wB97M-V/def2-TZVPD" homo_energy_ev=-9.9052 spin_multiplicity=1 smiles="COC(=O)OC.COC(=O)OC.BrCCBr.BrCCBr.BrCCBr.BrCCBr.BrCCBr.BrCCBr.BrCCBr.BrCCBr" relative_energy_ev=0.000
C 13.36208 17.96274 7.20209 0.80 1.46 -0.96
O 11.96120 18.02734 7.50290 -0.33 -0.53 -0.07
C 11.53929 17.78005 8.77956 0.88 1.07 -0.19
O 12.24425 17.90436 9.75857 -0.80 -0.57 -0.83
O 10.22734 17.53617 8.82268 -0.23 -1.15 -0.86
C 9.58686 16.88046 7.62072 2.36 1.38 0.07
H 13.87196 18.98878 7.23623 -0.97 -1.33 0.28
H 13.53949 17.59544 6.15021 -0.73 0.20 1.14
H 13.82326 17.30408 7.90158 0.56 -0.39 0.46
H 10.12864 15.95444 7.35442 -0.22 0.51 0.25
H 9.66876 17.61822 6.79658 -0.33 -0.68 0.42
H 8.59428 16.67133 7.91033 -0.98 -0.08 0.36
C 9.76962 20.15956 13.89757 -0.46 1.19 -2.19
O 11.05886 20.24000 13.23027 0.07 0.18 1.30
C 12.09167 20.05602 14.09864 -0.24 -0.65 -1.90
O 12.00042 19.61811 15.21164 -0.19 0.26 0.60
O 13.21656 20.29801 13.43002 -1.17 0.21 0.45
C 14.41697 20.19031 14.20072 0.13 1.85 -0.62
H 9.74307 19.33484 14.54022 -0.22 -1.28 0.83
H 9.00682 20.10335 13.07540 0.82 -0.18 0.81
H 9.56335 21.06414 14.46215 0.20 0.15 0.11
H 14.94649 19.38357 13.71941 0.34 -0.73 0.95
H 14.18284 20.26114 15.28628 0.56 -0.81 -0.85
H 14.94882 21.10559 13.88182 0.09 -0.34 0.51
Br 18.26988 11.19084 9.51916 -0.52 0.56 0.48
C 17.32571 12.26329 10.92519 0.42 1.41 -1.26
C 16.23395 11.37366 11.50785 0.73 -0.70 -0.81
Br 15.20918 12.22726 12.86425 -0.19 0.42 0.73
H 17.06747 13.28518 10.48384 -0.64 -1.83 0.06
H 18.14565 12.62316 11.53418 0.02 -0.88 0.92
H 16.66528 10.42034 11.87232 -0.15 0.76 0.16
H 15.49042 11.07386 10.76791 0.28 0.30 -0.24
Br 15.36336 13.23881 18.34588 0.22 0.06 -0.03
C 15.81666 15.00404 19.03925 1.40 0.15 1.50
C 16.47997 15.81144 17.96344 -0.01 0.20 -0.74
Br 16.55758 17.75384 18.16390 -0.07 -0.09 0.68
H 16.53683 14.86938 19.93517 -1.60 0.20 -1.33
H 14.86268 15.44019 19.27821 -0.17 0.10 0.58
H 15.87792 15.74691 17.06611 0.19 -0.26 -0.30
H 17.51434 15.53024 17.81180 0.00 -0.21 -0.24
Br 8.45248 17.25428 16.34590 1.09 -0.29 0.22
C 10.41982 16.77898 16.61195 -1.29 0.51 0.22
C 11.05405 17.70318 17.60464 -0.75 -1.80 1.05
Br 12.79245 17.00774 17.96520 1.14 -0.24 -0.03
H 10.82287 16.94186 15.64088 0.42 -0.04 -0.62
H 10.46504 15.74687 16.91486 -0.23 -0.28 0.01
H 10.60481 17.64575 18.59789 -0.38 0.40 -0.44
H 11.17677 18.65336 17.20812 0.08 1.82 -0.42
Br 8.76029 13.43133 17.11916 -0.03 -0.03 -0.46
C 8.45800 13.22172 15.20566 0.08 -0.75 -0.82
C 7.47402 12.06170 14.91726 0.37 1.62 0.15
Br 8.26057 10.37095 15.26576 0.09 -0.76 0.13
H 9.42161 13.10045 14.66920 -0.46 -0.30 0.71
H 8.04914 14.12855 14.78801 -0.38 0.49 0.35
H 7.20055 12.08490 13.86073 -0.01 -0.02 0.16
H 6.59117 12.20145 15.54801 0.13 -0.29 -0.22
Br 13.27687 16.07408 13.93112 0.19 -0.06 0.26
C 11.47750 15.47915 13.39460 1.90 -2.23 1.77
C 10.86154 16.63580 12.84485 -1.64 1.60 -1.28
Br 9.10544 16.13198 12.09964 0.14 0.11 0.17
H 11.03520 15.01107 14.28073 -0.16 0.54 -0.05
H 11.69948 14.65320 12.74976 -0.16 -0.17 -0.82
H 11.41307 17.08493 12.04060 0.22 -0.03 -0.60
H 10.71061 17.42412 13.55781 -0.37 0.20 0.46
Br 11.86878 11.96596 15.53462 0.53 0.26 0.23
C 11.81899 10.05326 15.87020 1.24 0.33 1.12
C 11.24666 9.68714 17.23544 0.29 1.72 -0.18
Br 11.07687 7.80592 17.06639 -0.38 -0.89 0.56
H 12.81723 9.59474 15.71284 -0.62 0.58 0.04
H 11.14574 9.74813 15.13707 -0.91 -0.80 -1.23
H 10.29290 10.21567 17.38667 0.10 -0.65 -0.13
H 11.88042 9.97783 18.08751 0.01 -0.44 -0.46
Br 14.57222 13.32878 8.60133 -0.70 0.26 0.50
C 13.03049 13.63622 9.84666 0.70 0.06 0.30
C 11.86293 12.74540 9.46496 0.35 0.90 0.01
Br 12.21393 10.89628 9.62130 0.47 -1.14 0.14
H 12.82562 14.72272 9.82090 -0.14 -0.63 -0.26
H 13.43756 13.40606 10.83462 -0.09 -0.06 -0.17
H 11.66351 12.92032 8.42266 -0.57 0.08 -0.28
H 10.99566 12.85793 10.10934 -0.02 0.65 -0.14
Br 19.56534 14.79621 15.66279 -0.39 0.04 0.26
C 17.75866 14.49266 14.91550 0.88 -0.20 1.26
C 17.49830 15.44280 13.81335 0.15 -0.10 -0.28
Br 17.11566 17.19819 14.45313 -0.21 0.64 0.18
H 16.99132 14.50489 15.73846 0.94 -0.09 -0.96
H 17.89028 13.51682 14.47982 -0.37 -0.49 0.06
H 16.56712 15.02356 13.44118 0.00 0.43 -1.03
H 18.36569 15.55018 13.11676 -1.09 -0.42 0.35

***

Entry 4:
89
Properties=species:S:1:pos:R:3:forces:R:3 method="wB97M-V/def2-TZVPD" homo_energy_ev=-10.3509 spin_multiplicity=1 smiles="O=C(O)CCC[C@H]1C(=O)O[C@@H](CC(=O)Br)[C@@H]1Br.CCOS(C)(=O)=O.CCOS(C)(=O)=O.CCOS(C)(=O)=O.CCOS(C)(=O)=O"
O 1.96290 3.12194 1.92590 -0.09 -0.49 1.93
C 2.09504 3.64431 0.88858 -0.49 1.36 -2.31
O 3.32151 3.66615 0.21901 -0.71 -0.71 -0.05
C 0.93647 4.31968 0.12278 0.15 -0.12 -0.12
C -0.25806 4.68268 1.04799 -0.05 0.50 0.59
C -0.83880 6.12231 0.76671 0.54 -1.36 -0.14
C -1.91044 6.12343 -0.36750 -1.21 0.70 0.58
C -1.85803 4.86534 -1.30945 -0.72 2.43 2.83
O -1.14124 4.78331 -2.22685 0.84 -1.34 -1.62
O -2.72683 3.93089 -0.79815 0.38 -0.41 -0.31
C -3.78371 4.52489 -0.04857 -1.91 1.20 -0.35
C -4.28200 3.80629 1.22490 1.65 -0.76 -0.80
C -5.10972 2.52524 0.93394 1.36 1.41 -1.11
O -5.80146 2.07128 1.73954 -1.53 -1.08 1.79
Br -5.02635 1.63296 -0.81599 0.22 0.30 0.13
C -3.41762 6.04220 0.01081 0.23 -0.12 -0.66
Br -4.32640 6.76585 -1.63903 -0.02 0.31 0.30
H 3.20244 3.00508 -0.49086 0.41 0.47 -0.13
H 1.29267 5.22045 -0.41488 0.03 -0.53 0.33
H 0.67265 3.59829 -0.68086 -0.01 0.39 0.40
H -1.07780 3.93898 1.01420 0.59 0.25 -0.05
H 0.10933 4.67364 2.09385 -0.15 -0.08 -0.57
H -1.20026 6.54667 1.71974 -0.16 -0.08 -0.56
H 0.02741 6.73451 0.44504 -0.63 -0.10 0.12
H -1.84510 7.10498 -0.86347 0.43 -0.82 -0.40
H -4.67285 4.52688 -0.70956 0.52 -0.43 0.26
H -4.90450 4.43781 1.87719 0.25 -0.10 -0.45
H -3.39883 3.46326 1.80210 -0.52 0.07 0.00
H -3.84235 6.69638 0.78212 0.45 -0.63 0.09
C 1.64696 -2.55114 5.43523 -0.08 0.31 0.17
C 2.78521 -2.57880 4.43528 -0.18 -0.66 0.57
O 2.77421 -1.42235 3.58657 0.22 0.34 -0.14
S 3.33606 -0.03513 4.15662 -0.21 -0.26 -0.76
C 3.42669 0.79476 2.60531 0.22 -0.26 -0.03
O 4.66158 -0.24039 4.66376 -0.18 0.00 0.27
O 2.32293 0.58367 4.95562 0.26 -0.03 0.22
H 1.78428 -1.75216 6.16523 0.02 -0.03 -0.01
H 1.58766 -3.49663 5.97665 0.04 -0.03 -0.10
H 0.69661 -2.36985 4.93145 0.04 -0.12 -0.05
H 3.74964 -2.68078 4.93859 0.04 0.24 -0.09
H 2.66782 -3.44395 3.78343 0.00 0.25 -0.25
H 4.15784 0.28598 1.97989 -0.02 -0.07 0.08
H 3.73711 1.81854 2.78903 -0.06 -0.05 0.09
H 2.44372 0.78181 2.14609 0.01 0.01 0.09
C 5.26900 -0.06028 -5.97185 0.05 0.31 -0.01
C 4.82584 -0.50908 -4.59261 -0.32 -0.28 -0.74
O 5.61317 0.09568 -3.55441 -0.05 0.28 0.35
S 5.29709 1.60973 -3.14971 0.57 -0.50 0.42
C 6.22667 1.63370 -1.65052 0.01 -0.08 0.05
O 3.90090 1.72478 -2.83117 0.01 0.17 -0.21
O 5.92390 2.48249 -4.09217 -0.38 0.10 -0.04
H 5.05098 0.99630 -6.13033 -0.01 -0.04 0.00
H 4.75227 -0.63241 -6.74364 0.00 -0.06 0.08
H 6.34526 -0.19056 -6.09229 -0.04 -0.09 0.01
H 3.76413 -0.30879 -4.43327 0.08 0.12 0.15
H 4.96833 -1.58538 -4.49852 0.14 0.09 0.28
H 5.78301 0.93033 -0.94958 0.01 0.00 -0.04
H 6.18113 2.64515 -1.24945 -0.06 0.01 -0.09
H 7.25687 1.36530 -1.87248 -0.04 0.01 -0.03
C -2.57750 -6.45943 3.14298 -0.03 0.25 0.14
C -1.44490 -6.47804 2.13412 -0.17 -0.55 0.54
O -1.47203 -5.32638 1.27897 0.16 0.25 -0.13
S -0.91637 -3.93920 1.86038 0.04 0.20 -0.89
C -0.81910 -3.08016 0.32334 -0.08 -0.20 0.13
O 0.41379 -4.14517 2.35989 -0.27 -0.10 0.37
O -1.93230 -3.33060 2.66304 0.24 -0.12 0.30
H -2.44514 -5.65530 3.86739 0.01 -0.03 -0.02
H -2.61882 -7.40355 3.68826 0.04 -0.02 -0.08
H -3.53417 -6.29303 2.64566 0.03 -0.08 -0.02
H -0.47521 -6.56405 2.62933 0.02 0.18 -0.08
H -1.55296 -7.34649 1.48410 0.05 0.21 -0.22
H -0.08450 -3.57230 -0.30929 -0.05 0.00 0.01
H -0.50962 -2.05857 0.53583 -0.03 -0.04 0.09
H -1.79940 -3.08230 -0.14612 0.13 0.02 0.14
C -4.58262 -4.89050 -1.35712 -0.04 0.28 0.11
C -3.45650 -4.91600 -2.37293 -0.15 -0.57 0.62
O -3.55966 -3.83565 -3.31443 0.22 0.37 -0.15
S -3.09045 -2.38009 -2.84632 -0.30 -0.19 -0.84
C -3.05256 -1.63599 -4.44461 0.01 -0.05 -0.09
O -1.75164 -2.46596 -2.33803 -0.21 0.05 0.10
O -4.13835 -1.77847 -2.08185 0.29 0.01 0.25
H -4.49739 -4.02683 -0.69654 0.00 -0.04 0.01
H -4.56175 -5.79094 -0.74160 0.05 -0.02 -0.07
H -5.55022 -4.82222 -1.85603 0.04 -0.08 -0.02
H -2.48046 -4.90385 -1.88186 0.02 0.16 -0.09
H -3.51314 -5.83614 -2.95414 0.04 0.21 -0.25
H -2.29088 -2.12866 -5.04418 -0.02 -0.01 0.04
H -2.80669 -0.58362 -4.31286 -0.01 -0.04 0.11
H -4.03442 -1.73668 -4.90137 0.01 -0.01 0.06

***

| no. | energy (a.u.) |
| --- | --- |
| 1 | -3244.2649 |
| 2 | -4464.4777 |
| 3 | -42500.3071 |
| 4 | -8884.4721 |